No. 1
Density functional theory data (ωB97M-V with the def2-TZVPD basis set) for a molecular structure, C36H52BF3MnN7PS3 at a distorted geometry.

Positions of all 104 atoms, in Å:
Mn  1.445  -0.964  -2.232
C  4.282  0.949  1.749
C  2.842  0.542  1.738
C  2.106  0.303  2.867
C  0.753  -0.112  2.795
N  0.134  -0.203  1.634
N  0.844  0.047  0.541
B  0.207  0.204  -0.861
N  -1.152  -0.514  -1.179
N  -2.063  -0.056  -0.291
C  -3.310  -0.430  -0.414
C  -3.701  -1.306  -1.458
C  -2.803  -1.742  -2.383
C  -3.189  -2.625  -3.529
C  -1.464  -1.298  -2.226
S  -0.301  -1.795  -3.431
C  -4.335  0.075  0.585
C  -5.549  0.628  -0.178
C  -3.745  1.172  1.463
C  -4.767  -1.123  1.448
N  0.145  1.706  -1.177
N  -0.141  2.508  -0.154
C  -0.201  3.803  -0.389
C  -0.023  4.301  -1.704
C  0.317  3.476  -2.743
C  0.579  3.961  -4.134
C  0.451  2.113  -2.406
S  1.012  0.903  -3.507
C  -0.452  4.682  0.827
C  -1.804  4.296  1.438
C  -0.452  6.164  0.456
C  0.668  4.407  1.843
C  2.151  0.338  0.532
S  2.895  0.379  -1.041
C  -0.067  -0.397  4.045
C  0.832  -0.832  5.207
C  -1.092  -1.502  3.765
C  -0.773  0.919  4.421
H  4.676  0.955  2.762
H  4.398  1.950  1.329
H  4.887  0.271  1.145
H  2.573  0.412  3.837
H  -4.735  -1.613  -1.531
H  -4.248  -2.868  -3.482
H  -2.620  -3.556  -3.519
H  -2.993  -2.133  -4.483
H  -5.255  1.378  -0.915
H  -6.221  1.109  0.533
H  -6.124  -0.150  -0.680
H  -3.574  2.083  0.886
H  -2.797  0.868  1.904
H  -4.445  1.405  2.265
H  -5.211  -1.919  0.847
H  -5.520  -0.797  2.165
H  -3.926  -1.540  2.005
H  -0.133  5.361  -1.886
H  0.363  5.023  -4.218
H  -0.035  3.421  -4.857
H  1.625  3.803  -4.406
H  -2.625  4.485  0.743
H  -1.980  4.897  2.331
H  -1.818  3.244  1.720
H  -1.266  6.418  -0.226
H  0.494  6.481  0.012
H  -0.596  6.755  1.359
H  0.645  3.367  2.176
H  0.528  5.048  2.713
H  1.653  4.624  1.423
H  1.461  -1.685  4.943
H  0.200  -1.140  6.039
H  1.466  -0.026  5.578
H  -0.609  -2.481  3.732
H  -1.620  -1.344  2.827
H  -1.826  -1.524  4.570
H  -0.047  1.698  4.667
H  -1.396  0.755  5.299
H  -1.405  1.281  3.611
F  0.740  -6.837  1.638
C  0.970  -5.618  2.110
F  -0.126  -5.196  2.757
F  1.978  -5.666  2.978
C  1.265  -4.643  0.982
C  2.187  -3.624  1.144
C  2.317  -2.686  0.143
N  1.579  -2.688  -0.985
C  0.766  -3.752  -1.167
C  0.582  -4.736  -0.219
H  2.808  -3.562  2.027
H  3.067  -1.914  0.224
H  0.238  -3.802  -2.107
H  -0.086  -5.561  -0.424
C  4.648  -2.421  -2.782
P  3.238  -1.798  -3.732
C  2.721  -3.185  -4.776
C  3.932  -0.567  -4.865
H  5.386  -2.826  -3.477
H  4.335  -3.214  -2.103
H  5.108  -1.616  -2.209
H  3.530  -3.418  -5.471
H  1.829  -2.938  -5.351
H  2.521  -4.066  -4.166
H  4.776  -1.009  -5.398
H  4.279  0.308  -4.315
H  3.184  -0.254  -5.593

Its multiplicity is 5. The net charge is +3. Its expectation value of S² is 6.17. The largest force on an atom comes out at 1.55 eV/Å. Its orbital gap (alpha / beta) is 6.69 / 5.53 eV.

Results of the Mulliken charge analysis, in e, for atoms 1 through 99: atom 1 (Mn): -0.711, atom 2 (C): -1.779, atom 3 (C): 0.040, atom 4 (C): -0.249, atom 5 (C): -0.253, atom 6 (N): -0.752, atom 7 (N): 1.373, atom 8 (B): 1.529, atom 9 (N): 0.755, atom 10 (N): -0.452, atom 11 (C): -0.108, atom 12 (C): -0.689, atom 13 (C): 0.224, atom 14 (C): -1.932, atom 15 (C): 0.910, atom 16 (S): -0.609, atom 17 (C): 2.309, atom 18 (C): -1.870, atom 19 (C): -1.461, atom 20 (C): -1.523, atom 21 (N): 0.394, atom 22 (N): -0.295, atom 23 (C): -0.387, atom 24 (C): -0.495, atom 25 (C): 0.433, atom 26 (C): -1.822, atom 27 (C): 0.919, atom 28 (S): -0.238, atom 29 (C): 2.350, atom 30 (C): -1.337, atom 31 (C): -2.292, atom 32 (C): -1.460, atom 33 (C): 0.474, atom 34 (S): -0.606, atom 35 (C): 2.047, atom 36 (C): -2.053, atom 37 (C): -1.354, atom 38 (C): -1.400, atom 39 (H): 0.498, atom 40 (H): 0.345, atom 41 (H): 0.358, atom 42 (H): 0.441, atom 43 (H): 0.476, atom 44 (H): 0.429, atom 45 (H): 0.388, atom 46 (H): 0.423, atom 47 (H): 0.396, atom 48 (H): 0.471, atom 49 (H): 0.421, atom 50 (H): 0.364, atom 51 (H): -0.340, atom 52 (H): 0.567, atom 53 (H): 0.387, atom 54 (H): 0.496, atom 55 (H): 0.215, atom 56 (H): 0.676, atom 57 (H): 0.406, atom 58 (H): 0.408, atom 59 (H): 0.400, atom 60 (H): 0.410, atom 61 (H): 0.504, atom 62 (H): -0.012, atom 63 (H): 0.468, atom 64 (H): 0.507, atom 65 (H): 0.400, atom 66 (H): 0.089, atom 67 (H): 0.474, atom 68 (H): 0.403, atom 69 (H): 0.423, atom 70 (H): 0.440, atom 71 (H): 0.420, atom 72 (H): 0.367, atom 73 (H): -0.074, atom 74 (H): 0.502, atom 75 (H): 0.357, atom 76 (H): 0.548, atom 77 (H): 0.028, atom 78 (F): -0.237, atom 79 (C): 0.623, atom 80 (F): -0.210, atom 81 (F): -0.256, atom 82 (C): 0.069, atom 83 (C): -0.752, atom 84 (C): -1.107, atom 85 (N): 0.845, atom 86 (C): -0.751, atom 87 (C): -0.927, atom 88 (H): 0.641, atom 89 (H): 1.130, atom 90 (H): 0.636, atom 91 (H): 0.579, atom 92 (C): -1.315, atom 93 (P): 0.893, atom 94 (C): -1.326, atom 95 (C): -1.311, atom 96 (H): 0.500, atom 97 (H): 0.308, atom 98 (H): 0.369, atom 99 (H): 0.488

=====

No. 2
Density functional theory data (ωB97M-V with the def2-TZVPD basis set) for a molecular structure, C35H37DyN3P2S5 at a distorted geometry.

Positions of all 83 atoms, in Å:
Dy  1.867  0.244  -2.148
S  5.734  2.771  -2.576
C  4.453  1.771  -2.692
S  4.468  0.138  -2.034
S  2.932  2.283  -3.433
C  -2.724  3.999  2.954
S  -3.923  2.710  2.499
C  -3.065  1.207  3.106
C  -2.361  0.420  2.003
C  -1.355  1.300  1.259
N  -0.432  0.584  0.370
P  -0.802  0.335  -1.285
C  -2.612  0.202  -1.283
C  -3.146  -1.082  -1.198
C  -4.517  -1.253  -1.159
C  -5.350  -0.146  -1.202
C  -4.819  1.132  -1.295
C  -3.450  1.311  -1.351
C  -0.583  1.973  -2.121
C  -0.744  1.922  -3.514
C  -0.626  3.070  -4.275
C  -0.310  4.272  -3.658
C  -0.095  4.319  -2.290
C  -0.240  3.178  -1.513
P  1.261  0.437  0.710
C  1.790  2.157  1.095
C  1.370  2.931  2.176
C  1.748  4.260  2.260
C  2.571  4.826  1.298
C  3.018  4.061  0.234
C  2.627  2.738  0.142
C  1.209  -0.345  2.348
C  2.020  0.113  3.382
C  1.930  -0.461  4.637
C  1.057  -1.515  4.855
C  0.301  -2.021  3.808
C  0.381  -1.447  2.551
H  -3.213  4.950  2.774
H  -1.835  3.922  2.337
H  -2.476  3.911  4.007
H  -3.840  0.584  3.552
H  -2.367  1.519  3.884
H  -3.107  0.037  1.307
H  -1.853  -0.427  2.466
H  -0.755  1.830  2.002
H  -1.914  2.033  0.670
H  -2.476  -1.933  -1.157
H  -4.933  -2.248  -1.097
H  -6.419  -0.280  -1.173
H  -5.471  1.991  -1.324
H  -3.040  2.308  -1.446
H  -1.042  0.978  -3.972
H  -0.783  3.034  -5.342
H  -0.244  5.176  -4.244
H  0.167  5.254  -1.818
H  -0.128  3.239  -0.438
H  0.778  2.507  2.975
H  1.404  4.851  3.095
H  2.883  5.854  1.399
H  3.662  4.474  -0.525
H  2.999  2.110  -0.673
H  2.718  0.917  3.202
H  2.536  -0.081  5.446
H  0.977  -1.952  5.839
H  -0.355  -2.863  3.977
H  -0.192  -1.842  1.723
C  3.135  -6.737  -3.736
C  2.345  -6.112  -2.646
C  1.647  -6.818  -1.701
C  0.929  -6.111  -0.714
N  0.896  -4.795  -0.717
C  1.548  -4.108  -1.634
S  1.384  -2.437  -1.620
N  2.297  -4.756  -2.588
C  0.164  -6.787  0.361
H  3.088  -7.820  -3.672
H  4.179  -6.431  -3.681
H  2.750  -6.432  -4.709
H  1.649  -7.893  -1.710
H  2.821  -4.207  -3.260
H  0.223  -7.867  0.277
H  -0.875  -6.465  0.315
H  0.551  -6.467  1.328

Its multiplicity is 6. The net charge is +1. Its expectation value of S² is 9.14. The largest force on an atom comes out at 1.74 eV/Å. Its orbital gap (alpha / beta) is 5.17 / 6.58 eV.

Want to see where the charge sits? The Mulliken charges in e are: atom 1 (Dy): 0.639, atom 2 (S): -0.196, atom 3 (C): 0.298, atom 4 (S): -0.270, atom 5 (S): -0.210, atom 6 (C): -0.620, atom 7 (S): -0.102, atom 8 (C): -1.131, atom 9 (C): -0.038, atom 10 (C): -0.257, atom 11 (N): 0.685, atom 12 (P): 0.408, atom 13 (C): 0.441, atom 14 (C): -0.415, atom 15 (C): -0.592, atom 16 (C): -0.575, atom 17 (C): -0.847, atom 18 (C): -0.363, atom 19 (C): 0.306, atom 20 (C): -0.433, atom 21 (C): -0.753, atom 22 (C): -0.625, atom 23 (C): -0.806, atom 24 (C): -0.047, atom 25 (P): 0.542, atom 26 (C): 0.225, atom 27 (C): -0.125, atom 28 (C): -0.963, atom 29 (C): -0.753, atom 30 (C): -0.387, atom 31 (C): -0.194, atom 32 (C): 0.641, atom 33 (C): -0.550, atom 34 (C): -0.656, atom 35 (C): -0.642, atom 36 (C): -0.476, atom 37 (C): -0.917, atom 38 (H): 0.407, atom 39 (H): -0.018, atom 40 (H): 0.284, atom 41 (H): 0.528, atom 42 (H): 0.433, atom 43 (H): 0.074, atom 44 (H): 0.010, atom 45 (H): -0.025, atom 46 (H): 0.264, atom 47 (H): 0.505, atom 48 (H): 0.439, atom 49 (H): 0.418, atom 50 (H): 0.443, atom 51 (H): 0.426, atom 52 (H): 0.394, atom 53 (H): 0.453, atom 54 (H): 0.411, atom 55 (H): 0.484, atom 56 (H): 0.132, atom 57 (H): 0.640, atom 58 (H): 0.460, atom 59 (H): 0.443, atom 60 (H): 0.465, atom 61 (H): -0.472, atom 62 (H): 0.557, atom 63 (H): 0.442, atom 64 (H): 0.417, atom 65 (H): 0.461, atom 66 (H): 0.635, atom 67 (C): -1.412, atom 68 (C): 0.842, atom 69 (C): -0.819, atom 70 (C): 0.939, atom 71 (N): -0.389, atom 72 (C): 0.000, atom 73 (S): -0.025, atom 74 (N): 0.052, atom 75 (C): -1.232, atom 76 (H): 0.346, atom 77 (H): 0.369, atom 78 (H): 0.364, atom 79 (H): 0.365, atom 80 (H): 0.265, atom 81 (H): 0.370, atom 82 (H): 0.308, atom 83 (H): 0.304

=====

No. 3
Density functional theory data (ωB97M-V with the def2-TZVPD basis set) for a molecular structure, C11H14ClNO3 at a distorted geometry.

Positions of all 30 atoms, in Å:
C  -3.391  -0.511  -1.509
C  -2.195  -0.682  -0.592
C  -0.978  -1.159  -0.956
C  -0.048  -1.421  -0.029
C  -0.263  -1.116  1.147
C  -1.551  -0.450  1.706
C  -2.599  -0.354  0.891
Cl  -4.020  0.534  1.080
H  -1.699  0.012  2.569
H  0.527  -1.070  2.033
O  0.989  -1.754  -0.464
C  2.096  -1.796  0.229
C  2.618  -0.629  0.556
O  3.141  -0.051  1.754
N  2.290  0.399  -0.450
H  1.785  0.022  -1.028
C  2.382  1.687  -0.116
H  2.987  2.017  0.738
H  2.830  2.400  -1.156
C  0.922  2.466  0.264
O  -0.025  2.168  -0.971
H  -0.360  1.340  -0.704
H  1.017  3.619  0.291
H  0.535  2.056  1.273
H  2.076  -2.289  1.019
H  3.080  -2.335  -0.267
H  -0.962  -1.796  -1.935
H  -3.632  0.707  -1.763
H  -3.234  -0.975  -2.439
H  -4.316  -1.039  -1.173

The net charge is 0. The largest force on an atom comes out at 16.94 eV/Å. Its orbital gap is 9.20 eV.

Want to see where the charge sits? The Mulliken charges in e are: atom 1 (C): -1.788, atom 2 (C): 0.852, atom 3 (C): -0.838, atom 4 (C): 0.937, atom 5 (C): 0.113, atom 6 (C): -0.843, atom 7 (C): 0.174, atom 8 (Cl): -0.195, atom 9 (H): 0.550, atom 10 (H): 0.226, atom 11 (O): -0.532, atom 12 (C): -1.163, atom 13 (C): 0.584, atom 14 (O): -0.659, atom 15 (N): -0.018, atom 16 (H): 0.291, atom 17 (C): -0.609, atom 18 (H): 0.364, atom 19 (H): 0.264, atom 20 (C): -0.340, atom 21 (O): -0.603, atom 22 (H): 0.247, atom 23 (H): 0.348, atom 24 (H): 0.190, atom 25 (H): 0.824, atom 26 (H): 0.347, atom 27 (H): 0.145, atom 28 (H): 0.257, atom 29 (H): 0.473, atom 30 (H): 0.403

=====

No. 4
Density functional theory data (ωB97M-V with the def2-TZVPD basis set) for a molecular structure, C4H32NO14 at a distorted geometry.

Positions of all 51 atoms, in Å:
O  1.267  -0.057  -2.790
C  1.155  -0.382  -1.612
O  0.608  -1.545  -1.299
C  1.915  0.347  -0.498
C  0.901  1.196  0.309
C  1.419  2.586  0.595
N  0.304  3.397  1.179
H  2.661  0.940  -1.020
H  2.388  -0.453  0.068
H  0.669  0.753  1.263
H  0.045  1.288  -0.357
H  2.267  2.518  1.287
H  1.764  3.205  -0.234
H  0.686  4.024  1.876
H  -0.230  2.758  1.772
H  -3.463  1.307  -0.960
H  -3.767  0.069  0.007
O  -3.535  1.019  -0.030
H  1.155  -3.288  -1.348
H  0.511  -4.452  -0.687
O  1.401  -4.170  -0.978
H  -2.951  0.366  1.459
H  -3.451  -0.390  2.642
O  -2.652  -0.125  2.247
H  -0.399  -1.312  1.502
H  0.394  -1.833  0.161
O  0.069  -2.094  1.139
H  -0.999  -1.188  -1.933
H  -1.346  -1.169  -3.367
O  -1.821  -1.177  -2.518
H  -1.048  -3.141  0.091
H  -1.827  -3.397  -1.274
O  -1.711  -3.697  -0.371
H  0.303  1.512  -3.070
H  -0.133  2.599  -2.078
O  -0.380  2.180  -2.923
H  -2.051  1.733  -2.741
H  -2.695  0.333  -2.620
O  -2.903  1.279  -2.621
H  -0.354  3.295  0.191
H  -1.575  3.348  -0.799
O  -0.659  3.637  -0.672
H  3.733  -2.518  0.349
H  2.577  -3.528  0.431
O  3.406  -3.252  0.875
H  1.444  0.275  3.792
H  -0.023  0.669  3.697
O  0.801  0.914  4.170
H  1.424  -1.264  2.118
H  2.685  -1.900  2.696
O  2.025  -1.216  2.885

The net charge is -1. The largest force on an atom comes out at 7.81 eV/Å. Its orbital gap is 9.89 eV.

Want to see where the charge sits? The Mulliken charges in e are: atom 1 (O): -0.834, atom 2 (C): 0.420, atom 3 (O): -0.594, atom 4 (C): -0.486, atom 5 (C): 1.072, atom 6 (C): -1.239, atom 7 (N): -0.397, atom 8 (H): 0.420, atom 9 (H): 0.131, atom 10 (H): -0.530, atom 11 (H): 0.037, atom 12 (H): 0.425, atom 13 (H): 0.333, atom 14 (H): 0.280, atom 15 (H): 0.219, atom 16 (H): 0.388, atom 17 (H): 0.287, atom 18 (O): -0.768, atom 19 (H): 0.383, atom 20 (H): 0.390, atom 21 (O): -0.763, atom 22 (H): 0.470, atom 23 (H): 0.235, atom 24 (O): -0.570, atom 25 (H): 0.323, atom 26 (H): 0.557, atom 27 (O): -0.993, atom 28 (H): 0.343, atom 29 (H): 0.367, atom 30 (O): -0.839, atom 31 (H): 0.311, atom 32 (H): 0.342, atom 33 (O): -0.695, atom 34 (H): 0.351, atom 35 (H): 0.383, atom 36 (O): -0.768, atom 37 (H): 0.455, atom 38 (H): 0.479, atom 39 (O): -0.853, atom 40 (H): 0.509, atom 41 (H): 0.224, atom 42 (O): -0.909, atom 43 (H): 0.304, atom 44 (H): 0.410, atom 45 (O): -0.683, atom 46 (H): 0.469, atom 47 (H): 0.272, atom 48 (O): -0.685, atom 49 (H): 0.420, atom 50 (H): 0.311, atom 51 (O): -0.716

=====

> What is the formula in the fourth record?

C4H32NO14

=====

> What is the net charge in the third record?

0

=====

> net charge of number 2 (C35H37DyN3P2S5)?

+1